Entry 1:
70
Properties=species:S:1:pos:R:3 method="wB97M-V/def2-TZVPD" charge=+1 e_tot_ev=-65336.532 mol_weight_g_mol=827.15 homo_energy_ev=-10.42 multiplicity=1 largest_force_ha_per_bohr=0.0163
Au 0.4113 -0.0237 0.4372
C -2.5743 1.2302 -0.0581
C -2.8349 -0.1919 0.4578
P -1.4774 -1.3213 -0.0593
C -1.7094 -1.4519 -1.8510
C -2.9635 -1.7610 -2.3813
C -3.1382 -1.8470 -3.7520
C -2.0615 -1.6297 -4.6048
C -0.8118 -1.3303 -4.0863
C -0.6350 -1.2419 -2.7109
C -1.9054 -2.9374 0.6279
C -1.7766 -4.0925 -0.1393
C -2.0687 -5.3299 0.4160
C -2.4874 -5.4208 1.7352
C -2.6081 -4.2726 2.5062
C -2.3141 -3.0345 1.9576
P -1.0340 1.9091 0.7065
C -0.9271 3.6202 0.1274
C -0.5275 4.6308 0.9990
C -0.4111 5.9349 0.5421
C -0.6884 6.2375 -0.7833
C -1.0768 5.2321 -1.6578
C -1.1911 3.9261 -1.2069
C -1.5017 2.0302 2.4583
C -2.7184 2.5916 2.8486
C -3.0613 2.6540 4.1885
C -2.1892 2.1630 5.1539
C -0.9731 1.6153 4.7775
C -0.6309 1.5488 3.4321
H -3.4160 1.8851 0.1701
H -2.4600 1.2268 -1.1446
H -3.7949 -0.5765 0.1109
H -2.8708 -0.1824 1.5495
H -3.8047 -1.9515 -1.7248
H -4.1115 -2.0880 -4.1585
H -2.2002 -1.6988 -5.6758
H 0.0266 -1.1652 -4.7500
H 0.3422 -1.0076 -2.3039
H -1.4557 -4.0293 -1.1717
H -1.9719 -6.2240 -0.1856
H -2.7190 -6.3866 2.1642
H -2.9297 -4.3411 3.5369
H -2.3972 -2.1476 2.5751
H -0.3169 4.4046 2.0371
H -0.1065 6.7167 1.2252
H -0.6018 7.2569 -1.1351
H -1.2902 5.4643 -2.6927
H -1.4835 3.1491 -1.9031
H -3.3969 2.9985 2.1081
H -4.0062 3.0913 4.4831
H -2.4595 2.2141 6.2004
H -0.2895 1.2393 5.5271
H 0.3237 1.1253 3.1394
C 4.5577 0.6886 -0.3400
Te 2.9863 -0.4669 0.5173
C 3.7630 -2.1315 -0.5477
C 5.1506 -1.6959 -0.9549
C 6.0496 -2.6207 -1.4821
C 7.2980 -2.2186 -1.9214
C 7.6591 -0.8782 -1.8489
C 6.7692 0.0476 -1.3351
C 5.5128 -0.3516 -0.8828
H 4.9972 1.2444 0.4845
H 4.1989 1.3799 -1.0984
H 3.1579 -2.3399 -1.4287
H 3.7373 -2.9921 0.1156
H 5.7652 -3.6641 -1.5463
H 7.9899 -2.9471 -2.3222
H 8.6333 -0.5575 -2.1922
H 7.0494 1.0926 -1.2787

Entry 2:
78
Properties=species:S:1:pos:R:3 method="wB97M-V/def2-TZVPD" e_tot_ev=-96564.097 mol_weight_g_mol=707.83 homo_energy_ev=-7.86 multiplicity=1 largest_force_ha_per_bohr=0.0176
Mg -0.4136 -1.0885 2.3874
C -0.4685 -0.4998 -1.4967
N 0.3159 0.7042 -1.3660
C 0.6147 1.1321 -0.0299
P 1.6951 -0.0290 1.0098
C 2.9358 1.1766 1.6162
C 4.2946 0.8717 1.5977
C 5.2301 1.8099 1.9988
C 4.8209 3.0556 2.4489
C 3.4683 3.3454 2.5219
C 2.5278 2.4132 2.1168
C 2.6263 -0.8685 -0.3235
C 3.3942 -0.1420 -1.2309
C 4.0156 -0.7814 -2.2864
C 3.9024 -2.1548 -2.4375
C 3.1704 -2.8876 -1.5166
C 2.5300 -2.2494 -0.4664
C 0.9587 1.2336 -2.4758
C 1.5480 2.5058 -2.4465
C 2.1864 3.0265 -3.5545
C 2.2454 2.3157 -4.7430
C 1.6397 1.0736 -4.7976
C 1.0103 0.5359 -3.6889
P -1.5971 -0.8850 -0.0631
C -2.8333 0.4531 -0.0558
C -3.7904 0.3757 0.9532
C -4.7685 1.3443 1.0642
C -4.8057 2.3938 0.1569
C -3.8601 2.4714 -0.8521
C -2.8677 1.5099 -0.9581
C -2.5778 -2.1858 -0.9062
C -2.5333 -3.4953 -0.4426
C -3.2797 -4.4826 -1.0666
C -4.0664 -4.1714 -2.1622
C -4.1155 -2.8656 -2.6282
C -3.3854 -1.8741 -1.9999
H 0.1646 -1.4011 -1.5815
H -1.0889 -0.4408 -2.4005
H -0.3285 1.2533 0.5157
H 1.1078 2.1003 -0.0350
H 4.6243 -0.1011 1.2599
H 6.2831 1.5716 1.9557
H 5.5526 3.7911 2.7526
H 3.1413 4.3063 2.8958
H 1.4733 2.6435 2.2026
H 3.5131 0.9234 -1.1026
H 4.5864 -0.2005 -2.9970
H 4.3930 -2.6496 -3.2628
H 3.0963 -3.9612 -1.6108
H 1.9558 -2.8276 0.2406
H 1.5098 3.1156 -1.5571
H 2.6348 4.0073 -3.4878
H 2.7484 2.7269 -5.6055
H 1.6586 0.5054 -5.7162
H 0.5765 -0.4478 -3.7652
H -3.7499 -0.4532 1.6540
H -5.4966 1.2917 1.8604
H -5.5640 3.1579 0.2460
H -3.8890 3.2900 -1.5585
H -2.1177 1.6000 -1.7318
H -1.9142 -3.7464 0.4044
H -3.2470 -5.4973 -0.6961
H -4.6483 -4.9403 -2.6510
H -4.7292 -2.6203 -3.4842
H -3.4552 -0.8527 -2.3508
C -2.8461 1.2640 6.2716
O -2.3297 1.7384 5.0386
C -1.6449 0.9045 4.2641
S -1.3166 -0.6702 4.7288
S -1.1381 1.5344 2.7950
H -3.5132 2.0446 6.6297
H -2.0467 1.0878 6.9944
H -3.3964 0.3310 6.1218
F 0.2674 -3.6775 1.2523
B -0.0560 -3.5647 2.5896
F 0.0282 -4.7073 3.2814
F 0.7908 -2.5377 3.1341
F -1.3573 -2.9789 2.6287

Entry 3:
78
Properties=species:S:1:pos:R:3 method="wB97M-V/def2-TZVPD" charge=-1 e_tot_ev=-110223.492 mol_weight_g_mol=797.94 homo_energy_ev="-2.62 / -2.76" multiplicity=1 largest_force_ha_per_bohr=0.0412
Co 0.1836 -0.1022 -0.2605
C -0.7389 1.2367 4.8188
O -0.6837 2.6743 4.8539
C 0.5203 3.2965 4.9132
C 0.5573 4.4609 5.6790
C 1.7147 5.1980 5.7959
C 2.8709 4.7685 5.1503
C 2.8312 3.6283 4.3703
C 1.6610 2.8904 4.2161
N 1.6881 1.7308 3.4141
C 1.0800 1.5390 2.1640
N 0.2900 2.5577 1.7305
C -0.6206 2.6556 0.6082
C -0.7437 1.6042 -0.3153
C -1.6839 1.7510 -1.3374
C -2.4775 2.8844 -1.4650
C -2.3040 3.9288 -0.5782
C -1.3643 3.8432 0.4447
O -1.2993 5.0352 1.1562
C -0.4620 5.2638 2.2650
N 1.3357 0.4627 1.5135
C 2.1642 -0.4966 2.1559
C 1.5776 -1.6169 2.7465
C 2.3231 -2.6491 3.2911
C 3.7094 -2.5597 3.2959
C 4.3117 -1.4168 2.8029
C 3.5593 -0.3796 2.2578
O 4.2623 0.7587 1.9832
C 3.9763 1.4853 0.7748
H -1.6773 0.9619 5.2948
H 0.0887 0.7920 5.3676
H -0.7401 0.8602 3.7989
H -0.3540 4.7539 6.1901
H 1.7180 6.0987 6.3995
H 3.7932 5.3293 5.2426
H 3.7170 3.2858 3.8427
H 2.5296 1.1853 3.5061
H 0.1954 3.2839 2.4094
H -1.7859 0.9501 -2.0641
H -3.2105 2.9696 -2.2628
H -2.8726 4.8503 -0.6520
H -0.5731 6.3176 2.5125
H 0.5944 5.0816 2.0486
H -0.7770 4.6838 3.1355
H 0.4968 -1.6566 2.7733
H 1.8188 -3.5156 3.7045
H 4.3175 -3.3684 3.6873
H 5.3883 -1.2873 2.8387
H 4.9065 1.9752 0.4896
H 3.2150 2.2453 0.9412
H 3.6530 0.8244 -0.0267
Cl -2.8975 -5.3064 3.0885
C -1.8958 -4.3259 2.0322
C -0.8613 -4.9154 1.3597
C -0.0405 -4.1652 0.5052
I 1.5733 -5.0578 -0.4699
C -0.2235 -2.7921 0.3085
O 0.4814 -2.0574 -0.4346
C -1.3263 -2.1934 1.0320
N -1.4454 -0.8592 0.8574
C -2.4218 -0.2459 1.4656
C -3.3106 -0.9042 2.3357
C -3.1815 -2.2378 2.5659
C -2.1658 -2.9442 1.8953
H -0.6745 -5.9720 1.5075
H -2.5087 0.8163 1.2564
H -4.0957 -0.3390 2.8225
H -3.8396 -2.7520 3.2553
C 2.4799 -1.3868 -2.6085
O 2.5726 -0.0806 -2.0756
C 1.3911 0.5691 -1.6473
C 1.6678 2.0523 -1.8004
H 3.3963 -1.9213 -2.3439
H 2.4058 -1.3271 -3.7030
H 1.6259 -1.9262 -2.2186
H 2.6026 2.2142 -2.3549
H 1.7459 2.5670 -0.8317
H 0.8514 2.5452 -2.3408

Entry 4:
78
Properties=species:S:1:pos:R:3 method="wB97M-V/def2-TZVPD" e_tot_ev=-60463.634 mol_weight_g_mol=803.48 homo_energy_ev="-6.83 / -6.83" multiplicity=1 largest_force_ha_per_bohr=0.0996
W -0.5949 1.0104 0.4456
O -0.5889 6.8575 -0.0098
C -0.1336 6.3442 -1.1291
O 0.2704 7.0060 -2.0532
C -0.1218 4.8528 -1.2251
C 0.2461 4.1575 -2.3586
N 0.1584 2.8509 -2.0790
N -0.2758 2.6494 -0.8267
C -0.4576 3.8591 -0.2919
C -1.0430 3.8964 1.0921
O -1.3008 4.9854 1.6049
O -1.2340 2.7438 1.5960
H -0.8562 6.1641 0.6631
H 0.5615 4.5345 -3.3172
H 0.3004 2.0646 -2.6923
F 4.4839 -7.0291 -0.8116
C 3.5518 -6.8106 0.1425
F 2.6396 -7.7996 0.0135
F 4.1582 -6.9860 1.3305
C 2.9217 -5.4592 0.0100
C 3.0290 -4.5179 1.0239
C 2.4148 -3.2875 0.8826
C 1.6822 -2.9779 -0.2722
C 1.5963 -3.9354 -1.2887
C 2.2079 -5.1662 -1.1461
C 1.0175 -1.7186 -0.3488
C 0.4123 -0.6554 -0.3492
H 3.5871 -4.7534 1.9198
H 2.4847 -2.5485 1.6699
H 1.0366 -3.7058 -2.1852
H 2.1371 -5.9077 -1.9318
C -2.2481 -0.5286 -3.2358
C -3.5873 0.0183 -2.7173
C -3.5777 1.5509 -2.6741
C -3.9402 -0.6613 -1.4032
C -4.9163 -1.6463 -1.4169
C -5.2580 -2.3504 -0.2744
C -4.6046 -2.0744 0.9147
C -3.6137 -1.1092 0.9839
C -2.9181 -0.8709 2.3115
C -1.3855 -1.0018 2.2363
C -3.3340 0.4569 2.9582
C -3.2601 -0.3922 -0.1891
N -2.2061 0.4684 -0.1166
H -2.0594 -0.1880 -4.2574
H -2.2522 -1.6194 -3.2343
H -1.4356 -0.1966 -2.5863
H -4.3699 -0.2627 -3.4277
H -2.7726 1.9136 -2.0447
H -4.5183 1.9351 -2.2756
H -3.4502 1.9480 -3.6843
H -5.4224 -1.8683 -2.3498
H -6.0251 -3.1131 -0.3139
H -4.8676 -2.6251 1.8110
H -3.2543 -1.6734 2.9732
H -0.9291 -0.0146 1.9608
H -1.0909 -1.7825 1.5397
H -0.9707 -1.2246 3.2196
H -3.0832 1.2988 2.3194
H -2.8271 0.5839 3.9177
H -4.4099 0.4747 3.1377
C 2.3872 1.6026 3.3524
C 2.2345 1.4625 1.8732
O 1.0773 1.3613 1.4325
C 3.3809 1.4245 0.9967
C 4.6845 1.5728 1.4958
C 5.7663 1.4885 0.6457
C 5.5783 1.2491 -0.7108
C 4.2931 1.1084 -1.2202
C 3.2054 1.1985 -0.3780
H 1.4048 1.6993 3.8068
H 2.9882 2.4757 3.6046
H 2.8856 0.7173 3.7523
H 4.8502 1.7484 2.5502
H 6.7681 1.6034 1.0376
H 6.4360 1.1571 -1.3639
H 4.1512 0.9153 -2.2751
H 2.2055 1.0523 -0.7594

Entry 5:
80
Properties=species:S:1:pos:R:3 method="wB97M-V/def2-TZVPD" charge=+1 e_tot_ev=-73746.650 mol_weight_g_mol=862.93 homo_energy_ev="-8.50 / -8.57" multiplicity=1 largest_force_ha_per_bohr=0.0250
Pb 0.8489 -2.9066 -1.9095
O 1.0843 -1.7977 -4.2304
C 0.1964 -1.5129 -5.0697
C 0.5989 -0.9877 -6.3541
C -0.2913 -0.8098 -7.3672
C -1.6622 -1.0577 -7.1626
C -2.1052 -1.5023 -5.9281
C -1.2289 -1.7109 -4.8788
C -1.7830 -2.0985 -3.5345
N -1.1962 -3.3359 -3.2065
C -2.0672 -4.2980 -2.5791
C -2.0888 -4.0839 -1.0486
N -0.7222 -4.2536 -0.6177
C -0.4074 -5.1175 0.2547
C 0.9482 -5.5666 0.5123
C 1.2507 -6.0941 1.7488
C 2.5050 -6.6328 2.0285
C 3.4648 -6.7245 1.0136
C 3.1998 -6.2169 -0.2249
C 1.9592 -5.5651 -0.5238
O 1.7925 -5.0784 -1.6825
H 1.6597 -0.8303 -6.4973
H 0.0562 -0.4823 -8.3385
H -2.3729 -0.8616 -7.9536
H -3.1652 -1.6466 -5.7620
H -2.8811 -2.1320 -3.5850
H -3.0941 -4.2440 -2.9638
H -1.6596 -5.2931 -2.7731
H -2.4064 -3.0622 -0.8247
H -2.7737 -4.7943 -0.5690
H -1.1925 -5.6322 0.8211
H 0.5027 -6.0363 2.5299
H 2.7286 -6.9856 3.0244
H 4.4244 -7.1777 1.2217
H 3.9262 -6.2742 -1.0241
F 1.0099 1.3387 4.1370
C 0.3223 1.7731 3.0492
C 0.0877 0.9030 2.0239
C -0.5474 1.3535 0.8683
C -0.8165 0.3698 -0.1987
O -0.5833 -0.8151 -0.0013
C -1.4014 0.9510 -1.3919
C -1.7259 2.2706 -1.4172
N -1.4936 3.1482 -0.4164
C -1.8617 4.5330 -0.5980
C -1.5338 5.1939 -1.9005
C -0.7842 5.5782 -0.6649
C -0.9084 2.7031 0.7600
C -0.7152 3.5558 1.8508
C -0.1089 3.1053 3.0156
N 0.0105 3.9689 4.1214
C 0.6177 5.2688 3.9770
C 2.0717 5.2316 4.4583
N 2.0731 4.8272 5.8995
C 1.4573 3.4697 6.0710
C 0.0433 3.4959 5.4863
C -1.7391 0.1677 -2.6185
O -2.2123 0.6759 -3.6081
O -1.4782 -1.1233 -2.4662
H 0.4184 -0.1287 2.0691
H -2.2159 2.6569 -2.3007
H -2.7959 4.7956 -0.1142
H -2.2502 5.8824 -2.3231
H -1.0035 4.6101 -2.6395
H -0.9806 6.5403 -0.2122
H 0.2414 5.2451 -0.5787
H -1.0728 4.5744 1.7998
H 0.0606 6.0013 4.5767
H 0.5941 5.5906 2.9392
H 2.5562 6.2006 4.3462
H 2.6308 4.4836 3.8970
H 1.5204 5.5081 6.4269
H 3.0222 4.8368 6.2736
H 1.4246 3.2223 7.1313
H 2.0797 2.7414 5.5563
H -0.5755 4.1684 6.0970
H -0.3855 2.5013 5.5579
S 2.7299 -2.0369 0.2890
C 2.9672 -2.9902 1.6142
N 3.2026 -3.5445 2.6119

Entry 6:
84
Properties=species:S:1:pos:R:3 method="wB97M-V/def2-TZVPD" e_tot_ev=-74638.253 mol_weight_g_mol=796.38 homo_energy_ev=-8.50 multiplicity=1 largest_force_ha_per_bohr=0.0617
Sr -0.3764 -1.8762 2.9062
O 1.4984 -0.5140 3.9631
C 2.1046 -0.4428 2.8539
O 1.6009 -0.0920 1.8008
C 3.5445 -0.9577 2.8611
C 4.3386 -0.8192 1.5662
C 5.7862 -1.1660 1.8166
C 5.7270 -2.7224 1.8434
C 4.2494 -2.9521 1.7212
O 3.8637 -1.9688 0.7448
C 3.5249 -2.5603 3.0331
C 2.0680 -3.2102 2.9750
O 1.5196 -3.6809 3.9890
O 1.4638 -3.1171 1.8832
H 4.0656 -0.4739 3.7149
H 4.1625 0.0754 1.0344
H 6.0883 -0.6249 2.7331
H 6.4354 -0.8201 1.0086
H 6.0750 -3.2458 2.7437
H 6.1996 -3.1669 0.9875
H 3.9754 -3.9550 1.3600
H 4.0106 -2.9218 3.9391
C -5.4643 -1.6615 -0.4307
N -4.7017 -2.0796 0.7343
C -3.4203 -1.8415 1.0178
N -3.0746 -2.4059 2.1512
C -4.2381 -3.0145 2.5505
N -5.2291 -2.8303 1.7140
C -5.4755 -0.1373 -0.6561
C -6.4676 0.6503 -0.0867
C -6.5820 1.9838 -0.4601
C -5.6593 2.5377 -1.3121
C -4.6311 1.7858 -1.8142
C -4.5813 0.4241 -1.5213
C -3.5863 2.3522 -2.7021
N -3.4189 3.4058 -3.3512
N -2.2492 3.3236 -4.0630
C -1.7292 2.1739 -3.7417
O -2.5097 1.4956 -2.8931
C -0.4454 1.5447 -4.1007
C 0.3410 2.0533 -5.1450
C 1.5113 1.4002 -5.4492
C 1.9458 0.2468 -4.8025
C 1.1909 -0.2453 -3.7587
C 1.7306 -1.3146 -2.8471
N 0.7239 -1.9640 -2.0399
C 0.6870 -2.1323 -0.7003
N -0.3728 -2.8263 -0.4008
C -0.9148 -3.1556 -1.6040
N -0.3047 -2.6296 -2.6163
C -0.0315 0.3446 -3.4751
H -6.4614 -2.0807 -0.1985
H -5.0091 -2.1530 -1.2654
H -2.7578 -1.3453 0.3325
H -4.3054 -3.6477 3.3962
H -7.2036 0.1819 0.5844
H -7.3395 2.6128 -0.0379
H -5.7386 3.5906 -1.5783
H -3.8579 -0.2431 -1.9728
H 0.0865 2.9361 -5.6874
H 2.0900 1.7871 -6.2907
H 2.8427 -0.2822 -5.0823
H 2.4706 -0.8805 -2.1710
H 2.2726 -2.0882 -3.4013
H 1.4408 -1.7055 -0.0529
H -1.8086 -3.7439 -1.7336
H -0.7084 -0.0318 -2.7387
C 2.4356 2.6947 3.8002
C 1.5483 2.7780 2.6129
C 1.7864 3.3674 1.4042
C 0.8000 3.3381 0.4207
N -0.2822 2.6267 0.5605
C -0.5655 2.0235 1.7240
S -1.9375 0.9990 1.9818
N 0.2989 2.2489 2.7519
C 1.0091 4.1052 -0.8330
H 3.3333 3.2796 3.6443
H 2.7403 1.6710 4.0292
H 1.9352 3.1029 4.6840
H 2.7564 3.8228 1.2153
H 0.0055 1.8335 3.6303
H 0.5426 5.1345 -0.7447
H 0.5559 3.5549 -1.6470
H 2.0560 4.2415 -1.0121

What did the first record say?
70
Properties=species:S:1:pos:R:3 method="wB97M-V/def2-TZVPD" charge=+1 e_tot_ev=-65336.532 mol_weight_g_mol=827.15 homo_energy_ev=-10.42 multiplicity=1 largest_force_ha_per_bohr=0.0163
Au 0.4113 -0.0237 0.4372
C -2.5743 1.2302 -0.0581
C -2.8349 -0.1919 0.4578
P -1.4774 -1.3213 -0.0593
C -1.7094 -1.4519 -1.8510
C -2.9635 -1.7610 -2.3813
C -3.1382 -1.8470 -3.7520
C -2.0615 -1.6297 -4.6048
C -0.8118 -1.3303 -4.0863
C -0.6350 -1.2419 -2.7109
C -1.9054 -2.9374 0.6279
C -1.7766 -4.0925 -0.1393
C -2.0687 -5.3299 0.4160
C -2.4874 -5.4208 1.7352
C -2.6081 -4.2726 2.5062
C -2.3141 -3.0345 1.9576
P -1.0340 1.9091 0.7065
C -0.9271 3.6202 0.1274
C -0.5275 4.6308 0.9990
C -0.4111 5.9349 0.5421
C -0.6884 6.2375 -0.7833
C -1.0768 5.2321 -1.6578
C -1.1911 3.9261 -1.2069
C -1.5017 2.0302 2.4583
C -2.7184 2.5916 2.8486
C -3.0613 2.6540 4.1885
C -2.1892 2.1630 5.1539
C -0.9731 1.6153 4.7775
C -0.6309 1.5488 3.4321
H -3.4160 1.8851 0.1701
H -2.4600 1.2268 -1.1446
H -3.7949 -0.5765 0.1109
H -2.8708 -0.1824 1.5495
H -3.8047 -1.9515 -1.7248
H -4.1115 -2.0880 -4.1585
H -2.2002 -1.6988 -5.6758
H 0.0266 -1.1652 -4.7500
H 0.3422 -1.0076 -2.3039
H -1.4557 -4.0293 -1.1717
H -1.9719 -6.2240 -0.1856
H -2.7190 -6.3866 2.1642
H -2.9297 -4.3411 3.5369
H -2.3972 -2.1476 2.5751
H -0.3169 4.4046 2.0371
H -0.1065 6.7167 1.2252
H -0.6018 7.2569 -1.1351
H -1.2902 5.4643 -2.6927
H -1.4835 3.1491 -1.9031
H -3.3969 2.9985 2.1081
H -4.0062 3.0913 4.4831
H -2.4595 2.2141 6.2004
H -0.2895 1.2393 5.5271
H 0.3237 1.1253 3.1394
C 4.5577 0.6886 -0.3400
Te 2.9863 -0.4669 0.5173
C 3.7630 -2.1315 -0.5477
C 5.1506 -1.6959 -0.9549
C 6.0496 -2.6207 -1.4821
C 7.2980 -2.2186 -1.9214
C 7.6591 -0.8782 -1.8489
C 6.7692 0.0476 -1.3351
C 5.5128 -0.3516 -0.8828
H 4.9972 1.2444 0.4845
H 4.1989 1.3799 -1.0984
H 3.1579 -2.3399 -1.4287
H 3.7373 -2.9921 0.1156
H 5.7652 -3.6641 -1.5463
H 7.9899 -2.9471 -2.3222
H 8.6333 -0.5575 -2.1922
H 7.0494 1.0926 -1.2787